24
Properties=species:S:1:pos:R:3:forces:R:3 method="wB97M-V/def2-TZVPD" lumo_ha="0.093 / 0.096" multiplicity=8 total_charge=-1 mol_weight_g_mol=319.14 e_homo_ev="-1.057 / -0.770" energy_ha=-1473.0452 max_force_ev_per_a=1.9
C 1.034 -0.570 -2.029 0.359 0.864 0.148
C 2.272 -0.635 -1.321 -0.408 0.671 0.089
C 2.758 0.696 -1.140 -0.461 -0.278 -0.557
C 1.867 1.588 -1.802 -0.508 -0.833 0.255
C 0.780 0.818 -2.329 0.726 -0.557 0.484
Eu -1.934 0.452 0.573 -0.360 0.235 -1.607
P -1.782 -2.474 0.924 -0.763 -1.311 0.405
H 0.425 -1.422 -2.346 0.231 0.307 0.065
H 2.774 -1.539 -0.978 -0.183 0.169 -0.017
H 3.667 0.984 -0.606 -0.233 -0.132 -0.223
H -0.044 1.192 -2.932 0.111 -0.011 0.104
H 1.975 2.668 -1.874 -0.034 -0.190 0.025
H -1.835 -2.986 2.273 -0.056 0.302 -0.678
H -1.257 -3.669 0.348 0.117 -0.127 -0.074
H -3.173 -2.760 0.594 0.821 0.167 0.300
N -0.917 2.338 3.945 0.489 -0.059 -0.086
C 0.091 3.193 3.515 -0.171 -0.479 -0.086
C 0.454 2.772 2.266 -1.237 -0.464 0.112
N -0.378 1.710 1.902 0.508 -0.181 1.605
C -1.133 1.427 2.969 1.052 1.486 0.358
H -1.380 2.338 4.849 0.212 0.044 -0.352
H 0.454 3.998 4.126 0.015 0.039 0.065
H 1.219 3.133 1.596 -0.182 0.027 -0.013
H -1.795 0.576 3.141 -0.044 0.312 -0.323



25
Properties=species:S:1:pos:R:3:forces:R:3 method="wB97M-V/def2-TZVPD" lumo_ha=0.023 multiplicity=1 smiles="C=C(C)[Si](C)(F)F.CC(=C=N)C#N" total_charge=0 mol_weight_g_mol=202.28 e_homo_ev=-9.007 energy_ha=-910.7966 max_force_ev_per_a=3.8
C 0.179 1.188 -1.773 -2.182 -2.217 -0.276
C -0.418 1.207 -0.610 -0.915 -0.052 0.322
C 0.048 2.195 0.405 0.639 0.872 -2.113
Si -1.887 0.170 -0.006 0.861 0.024 1.334
C -2.568 -1.341 -0.921 1.897 0.787 -0.908
F -1.592 0.015 1.610 0.241 -0.794 -1.053
F -2.966 1.317 0.191 -1.082 0.251 -0.607
H -0.066 0.506 -2.542 -0.593 -0.801 -0.744
H 1.043 1.655 -1.971 2.916 2.379 -0.595
H -0.548 3.068 0.448 -1.270 0.645 0.339
H 0.103 1.715 1.298 0.186 -0.904 3.060
H 1.009 2.642 0.159 0.258 -0.265 -0.163
H -1.867 -1.685 -1.753 -0.568 0.091 1.512
H -3.087 -2.155 -0.429 0.286 0.038 0.273
H -3.273 -0.790 -1.493 -1.327 0.412 -0.671
C 1.278 -1.514 1.955 2.703 -0.301 0.344
C 1.472 -1.150 0.464 -0.766 0.282 3.702
C 2.026 -0.021 0.164 0.589 -0.358 -0.373
N 2.818 0.788 -0.171 1.818 1.877 0.076
C 1.073 -1.983 -0.533 -1.222 -1.817 -2.112
N 0.708 -2.696 -1.367 0.159 0.219 0.243
H 0.344 -1.935 2.167 -1.444 -0.718 -0.053
H 2.084 -2.271 2.197 -0.957 0.584 -0.095
H 1.405 -0.716 2.723 0.048 -0.084 -1.139
H 2.686 1.790 -0.211 -0.273 -0.149 -0.305



39
Properties=species:S:1:pos:R:3:forces:R:3 method="wB97M-V/def2-TZVPD" lumo_ha="0.093 / -0.039" multiplicity=4 total_charge=-1 mol_weight_g_mol=605.25 e_homo_ev="-6.306 / -5.930" energy_ha=-1892.0323 max_force_ev_per_a=4.8
Pt -10.154 3.900 -18.536 0.470 -0.444 0.285
N -12.818 3.628 -16.489 2.006 -1.425 2.142
O -12.474 4.194 -15.483 1.252 2.742 1.551
O -13.703 2.843 -16.418 -3.149 -1.764 -1.410
O -12.094 3.657 -17.518 0.449 0.254 -2.874
N -10.572 1.283 -20.805 -3.622 -2.781 1.295
O -11.545 1.227 -21.532 -0.648 1.649 -2.039
O -10.057 0.263 -20.472 3.126 -2.586 0.210
O -10.347 2.274 -20.110 1.351 4.490 1.182
C -8.156 3.448 -16.284 -3.196 0.011 -1.301
O -8.408 4.763 -16.837 0.840 0.960 2.056
O -8.774 2.642 -17.234 0.635 0.369 -0.455
C -6.695 3.134 -15.833 -0.856 0.087 -2.001
F -6.316 3.916 -14.803 -0.459 -1.095 0.630
F -6.671 1.787 -15.597 0.697 1.644 0.537
F -5.781 3.442 -16.775 -0.104 -0.712 -0.184
C -8.429 5.868 -15.852 0.497 0.275 -1.441
C -8.614 7.088 -16.687 -0.435 1.661 -1.483
H -8.755 8.027 -16.152 0.208 -0.166 0.557
H -7.801 7.270 -17.390 0.608 -0.227 0.345
H -9.425 7.132 -17.414 -0.640 -0.814 0.419
H -7.438 6.012 -15.420 0.018 -0.630 0.298
H -9.178 5.819 -15.061 -0.174 -0.726 -0.206
H -8.819 3.353 -15.423 0.475 0.201 0.946
C -9.903 6.053 -20.384 -0.916 -2.615 -1.609
O -8.788 5.419 -19.726 0.604 1.403 -0.806
O -11.035 5.374 -19.902 1.542 1.318 1.469
C -9.733 7.616 -20.665 -1.343 -1.581 2.448
F -9.370 8.260 -19.572 0.671 0.666 1.312
F -8.823 7.778 -21.560 2.453 -0.038 -1.827
F -10.775 8.252 -21.132 -1.978 -0.043 -0.366
C -7.514 5.476 -20.417 1.101 -1.951 1.377
C -6.507 4.552 -19.600 -0.722 2.355 -1.366
H -5.654 4.536 -20.279 0.440 -0.063 0.329
H -6.310 5.202 -18.747 0.385 -1.017 0.500
H -6.808 3.518 -19.435 -0.410 0.380 0.327
H -7.149 6.503 -20.435 0.002 -0.079 0.133
H -7.450 5.069 -21.426 -1.227 0.157 -0.285
H -9.837 5.669 -21.402 0.048 0.134 -0.694



33
Properties=species:S:1:pos:R:3:forces:R:3 method="wB97M-V/def2-TZVPD" lumo_ha="-0.188 / -0.312" multiplicity=4 total_charge=+1 mol_weight_g_mol=376.86 e_homo_ev="-13.146 / -13.146" energy_ha=-2870.5619 max_force_ev_per_a=3.2
Ni -3.287 -0.932 0.931 1.877 -0.991 -0.994
O -2.111 -1.924 -0.178 -1.175 0.873 0.432
H -1.718 -1.847 -1.069 -0.575 -0.017 0.551
O -5.238 -1.348 0.191 1.297 0.437 0.638
H -4.808 -1.842 -0.534 -0.298 -0.408 -0.602
C 1.077 -0.059 -1.286 0.271 0.420 0.154
C 0.816 -0.438 -2.734 -0.174 -0.052 0.619
O 1.775 0.025 -3.698 0.482 0.357 -0.324
C 2.988 -0.504 -3.971 -1.033 -2.387 1.929
O 3.458 -1.496 -3.457 -0.539 1.468 -0.631
C 3.651 0.286 -5.081 0.408 0.296 0.670
F 3.947 1.502 -4.596 -0.059 0.300 -0.202
F 4.756 -0.281 -5.486 0.894 -0.461 0.017
F 2.858 0.379 -6.114 -0.967 0.487 -0.942
H 1.652 -0.822 -0.764 0.209 0.278 -0.005
H 0.124 0.060 -0.769 -0.230 -0.314 -0.011
H 1.519 0.934 -1.201 0.387 -0.117 -0.064
H -0.105 0.067 -3.025 0.119 -0.173 -0.399
H 0.662 -1.517 -2.713 0.234 -0.102 -0.791
C -1.956 2.533 3.713 -0.434 -1.035 0.162
C -0.576 2.130 3.176 -0.310 2.160 -0.539
O -0.246 0.779 3.489 -0.007 -2.413 -0.528
C -0.665 -0.273 2.815 -0.315 2.064 -0.777
O -1.431 -0.202 1.828 0.330 -0.470 1.918
C -0.032 -1.632 3.287 -0.229 -1.635 0.944
F 0.705 -1.700 4.419 -0.755 1.270 -1.155
F -1.065 -2.468 3.481 -0.570 0.248 0.093
F 0.676 -2.161 2.314 0.497 0.521 -0.604
H -2.102 2.481 4.792 0.421 0.237 -0.008
H -2.640 1.783 3.318 -0.082 -0.386 0.001
H -2.437 3.425 3.311 0.882 0.412 0.062
H 0.332 2.648 3.485 -0.490 0.251 0.859
H -0.580 2.415 2.124 -0.069 -1.115 -0.470



23
Properties=species:S:1:pos:R:3:forces:R:3 method="wB97M-V/def2-TZVPD" lumo_ha=0.001 multiplicity=1 total_charge=0 mol_weight_g_mol=270.08 e_homo_ev=-8.682 energy_ha=-784.6725 max_force_ev_per_a=6.4
C -2.044 -0.026 -0.461 1.065 0.900 -1.325
C -1.593 1.026 -1.161 0.264 -0.289 2.183
C -1.199 -0.852 0.457 -4.950 0.281 4.051
C 0.698 0.325 -0.547 0.145 0.636 2.241
C -0.272 1.596 -0.748 1.796 -1.939 -0.599
C 0.197 -0.470 0.716 2.418 0.755 -1.338
C 1.031 -1.757 0.890 1.641 -0.463 -0.346
C 1.706 3.272 -0.980 -1.644 -3.616 -4.360
O 0.286 2.341 -1.780 2.906 3.030 1.174
F 1.793 2.860 0.222 -0.209 0.431 2.137
I 3.446 2.512 -2.048 -0.839 0.712 0.215
H -3.069 -0.234 -0.649 -0.692 -0.864 0.204
H -2.255 1.619 -1.734 -0.524 0.478 -0.745
H -1.887 -0.792 1.547 1.895 -0.074 -2.524
H -1.398 -1.909 0.286 0.554 -0.151 -0.448
H 0.766 -0.304 -1.444 -0.270 0.415 0.096
H 1.729 0.625 -0.216 -0.853 -0.056 -0.887
H -0.385 2.229 0.164 0.021 -0.695 -0.290
H 0.455 0.319 1.512 -1.102 -1.576 -0.460
H 1.064 -2.398 -0.063 -0.302 1.129 1.087
H 0.585 -2.447 1.662 0.803 0.865 -0.402
H 2.157 -1.478 1.067 -2.097 -0.724 0.144
H 1.376 4.259 -1.194 -0.027 0.815 0.193



25
Properties=species:S:1:pos:R:3:forces:R:3 method="wB97M-V/def2-TZVPD" lumo_ha="-0.004 / -0.004" multiplicity=1 total_charge=0 mol_weight_g_mol=205.25 e_homo_ev="-7.307 / -7.301" energy_ha=-1015.1092 max_force_ev_per_a=4.5
C 0.527 1.280 -4.521 1.070 -0.087 0.785
C 1.155 1.052 -3.516 -1.559 0.479 -2.200
C -1.062 -0.439 -2.105 -3.080 -0.526 -0.391
C 1.472 -0.023 2.888 -1.080 0.464 -1.686
C -0.018 -1.560 -0.052 -0.830 0.769 -1.365
C -0.759 -0.950 1.151 -1.120 -0.923 0.338
C 1.679 0.816 -2.311 1.739 -0.070 0.703
C 0.095 -0.606 -1.284 -3.054 -2.686 2.030
N 1.172 0.073 -1.366 3.775 1.306 0.347
O -1.498 0.815 -2.486 -1.202 -2.997 -1.581
O -1.854 -1.355 -2.336 1.519 1.007 0.240
F 2.972 1.213 -2.150 -0.053 0.019 0.782
S 0.070 0.548 1.789 -0.317 0.284 -0.295
H 0.203 1.468 -5.485 -0.728 0.112 -1.092
H 1.014 -0.108 3.878 0.787 -0.787 -0.178
H 2.080 0.874 2.823 0.242 0.037 0.373
H 2.035 -0.819 2.345 -0.573 0.162 1.215
H -0.532 -2.506 -0.358 0.682 0.721 0.184
H 1.010 -1.721 0.260 0.109 -0.568 0.121
H -0.658 -1.668 1.947 0.203 -0.483 0.523
H -1.929 -0.968 1.068 2.222 0.985 -0.275
H 1.231 2.633 -0.805 -1.505 1.223 -0.959
H 0.675 3.037 -1.232 1.369 -0.821 1.134
H 1.824 -0.032 -0.571 -0.393 0.070 -0.422
H -1.149 1.535 -2.053 1.778 2.311 1.668



24
Properties=species:S:1:pos:R:3:forces:R:3 method="wB97M-V/def2-TZVPD" lumo_ha=0.020 multiplicity=1 smiles=CC(C)(C)C#[N+][S-].COC#CF total_charge=0 mol_weight_g_mol=189.25 e_homo_ev=-7.909 energy_ha=-939.8241 max_force_ev_per_a=6.1
C -0.909 1.069 -0.096 -0.451 -0.814 0.474
C -0.929 -0.336 0.443 1.633 -1.710 -0.672
C -2.020 -0.411 1.473 1.715 3.009 0.812
C -1.130 -1.385 -0.669 0.891 3.886 -2.030
C 0.381 -0.735 1.086 -0.077 0.866 -0.495
N 1.385 -1.027 1.594 -5.234 1.546 -2.629
S 2.537 -1.537 2.394 4.735 -1.935 2.930
H -1.928 1.248 -0.377 -0.460 0.434 -0.530
H -0.700 1.678 0.741 0.509 1.267 0.523
H -0.250 1.185 -0.921 0.667 0.310 -0.510
H -2.397 -1.282 1.829 -0.253 -3.263 0.889
H -1.618 0.178 2.365 -1.312 -0.331 -1.095
H -2.831 -0.017 0.919 -1.238 1.166 0.214
H -2.096 -1.354 -1.083 -1.600 0.183 -0.261
H -0.469 -1.199 -1.570 -0.228 -0.546 1.327
H -1.006 -2.229 -0.160 0.734 -4.161 1.133
C 3.144 0.329 -1.286 0.549 -1.258 -2.466
O 2.894 1.526 -0.532 0.099 -0.526 -1.318
C 3.613 1.515 0.540 0.400 -0.306 1.442
C 4.130 1.165 1.569 -0.401 0.999 -0.851
F 4.827 1.284 2.629 0.560 -0.361 0.869
H 4.306 0.130 -1.598 -2.774 0.780 1.157
H 2.569 0.463 -2.280 0.882 -0.259 1.649
H 2.731 -0.569 -0.731 0.654 1.027 -0.563



26
Properties=species:S:1:pos:R:3:forces:R:3 method="wB97M-V/def2-TZVPD" lumo_ha="-0.062 / -0.062" multiplicity=1 total_charge=0 mol_weight_g_mol=309.11 e_homo_ev="-8.245 / -8.245" energy_ha=-924.3353 max_force_ev_per_a=5.6
C 1.431 -2.028 2.477 -4.427 -2.343 -2.432
C -0.233 -3.292 1.680 2.834 4.343 0.629
C -0.374 -1.982 1.216 0.182 0.479 1.022
C -0.949 -4.476 1.330 2.482 -0.757 2.393
C -1.427 -1.259 0.488 -0.561 -1.108 -2.915
C -0.300 3.847 -1.680 -0.216 2.647 -1.405
C -0.369 2.403 -1.328 0.411 -2.470 0.328
C 0.795 2.171 -0.392 -1.091 -0.490 0.102
N 0.945 -3.248 2.526 -0.994 -0.659 -0.881
N 0.652 -1.209 1.714 -0.064 -0.251 -0.200
N -0.405 -5.554 2.023 -0.534 0.343 -0.344
O -1.846 -4.577 0.550 -1.526 -0.134 -1.256
O -1.560 1.878 -0.782 -0.365 -0.249 -1.558
I 0.792 0.998 1.191 -0.297 -0.120 0.984
H 2.144 -1.718 3.085 3.451 1.451 2.330
H -2.056 -2.030 0.002 -0.109 0.547 0.401
H -2.029 -0.485 0.920 -0.376 -0.071 1.284
H -1.039 -0.673 -0.363 0.334 -0.461 0.020
H -0.573 4.620 -0.913 0.295 -1.185 -0.150
H -0.936 4.115 -2.542 -0.133 -0.474 0.330
H 0.697 4.150 -2.076 -0.366 -0.488 0.560
H -0.271 1.696 -2.243 0.218 1.494 1.107
H 1.747 2.154 -0.813 1.541 0.418 -1.024
H 0.148 -5.439 2.888 -0.695 0.088 -1.010
H -1.107 -6.246 1.928 -0.094 -1.446 0.565
H -1.836 2.179 0.065 0.101 0.897 1.121